Molecular formula: C46H40BrClKN4O6Sb
Method: DFT, wB97M-V/def2-TZVPD

Results
- Kohn-Sham gap: 5.8671 eV
- Max |F|: 0.0290 hartree/bohr
- Net charge: -2

Geometry (Å):
K: -0.421 -0.197 -0.281
O: -3.724 3.052 1.430
C: -3.359 4.276 1.517
C: -4.293 5.324 1.765
C: -3.912 6.643 1.887
C: -2.573 7.024 1.783
C: -1.641 6.018 1.549
C: -1.992 4.686 1.404
C: -0.888 3.684 1.135
O: -1.241 2.355 1.310
N: -0.417 3.909 -0.245
N: 0.616 3.172 -0.654
C: 1.334 3.607 -1.617
C: 2.426 2.789 -2.167
Br: 2.137 0.942 -2.105
C: 3.519 3.241 -2.790
C: 3.927 4.655 -2.936
C: 3.602 5.648 -2.011
C: 4.014 6.959 -2.201
C: 4.769 7.306 -3.313
C: 5.118 6.324 -4.230
C: 4.705 5.015 -4.037
H: -2.247 2.349 1.344
H: -5.333 5.027 1.850
H: -4.672 7.396 2.077
H: -2.267 8.056 1.895
H: -0.585 6.282 1.490
H: -0.049 3.892 1.818
H: -0.472 4.867 -0.581
H: 1.149 4.579 -2.082
H: 4.167 2.517 -3.268
H: 3.042 5.393 -1.122
H: 3.747 7.708 -1.466
H: 5.089 8.331 -3.458
H: 5.713 6.577 -5.099
H: 4.980 4.254 -4.758
O: -0.088 -1.788 -4.423
Cl: -0.694 -1.466 -3.158
O: -1.772 -2.377 -2.850
O: -1.177 -0.090 -3.134
O: 0.337 -1.576 -2.093
C: -3.792 0.182 -0.283
N: -2.753 -0.592 0.397
C: -2.736 -0.495 1.674
C: -1.780 -1.146 2.553
C: -1.900 -1.220 3.943
C: -0.789 -1.957 4.381
C: -0.064 -2.262 3.219
N: -0.651 -1.780 2.108
C: -4.927 -0.707 -0.744
C: -6.238 -0.248 -0.695
C: -7.289 -1.048 -1.132
C: -7.037 -2.321 -1.618
C: -5.728 -2.790 -1.665
C: -4.682 -1.990 -1.231
H: -3.346 0.649 -1.169
H: -4.184 0.996 0.335
H: -3.478 0.131 2.188
H: -2.686 -0.779 4.539
H: -0.527 -2.223 5.394
H: 0.877 -2.799 3.159
H: -6.431 0.743 -0.301
H: -8.305 -0.674 -1.080
H: -7.853 -2.951 -1.955
H: -5.517 -3.781 -2.046
H: -3.661 -2.346 -1.278
C: 4.032 -6.207 3.092
C: 2.799 -6.549 2.557
C: 2.134 -5.674 1.705
C: 2.685 -4.439 1.370
C: 3.914 -4.101 1.938
C: 4.588 -4.974 2.782
Sb: 1.682 -2.989 0.118
C: 0.240 -4.391 -0.611
C: 0.601 -5.506 -1.369
C: -0.361 -6.390 -1.836
C: -1.703 -6.165 -1.546
C: -2.068 -5.064 -0.790
C: -1.105 -4.175 -0.322
C: 3.078 -3.032 -1.540
C: 4.319 -2.442 -1.308
C: 5.278 -2.353 -2.311
C: 5.001 -2.839 -3.579
C: 3.757 -3.403 -3.836
C: 2.810 -3.499 -2.827
H: 4.551 -6.891 3.753
H: 2.344 -7.501 2.802
H: 1.170 -5.965 1.308
H: 4.367 -3.136 1.731
H: 5.544 -4.684 3.203
H: 1.646 -5.703 -1.583
H: -0.064 -7.248 -2.428
H: -2.459 -6.846 -1.917
H: -3.112 -4.875 -0.569
H: -1.404 -3.308 0.258
H: 4.549 -2.015 -0.336
H: 6.232 -1.881 -2.103
H: 5.738 -2.757 -4.369
H: 3.510 -3.752 -4.831
H: 1.828 -3.888 -3.068

Löwdin atomic charge list, values in e, 8 entries:
1. K 0.600
2. O -0.103
3. C -0.390
4. C -0.043
5. C -0.146
6. C -0.155
7. C -0.099
8. C -0.117